(1)
33
Properties=species:S:1:pos:R:3:forces:R:3:lowdin_charge:R:1 method="wB97M-V/def2-TZVPD" spin_multiplicity=4 charge=+1 lumo_ev="-7.161 / -7.130" e_above_lowest_kj_mol=0.0 homo_energy_ev="-12.953 / -12.953"
V 1.248 1.561 3.385 -0.4 -0.7 -2.0 1.50
P 0.596 0.521 0.865 0.3 -0.9 -0.1 0.21
F -0.311 0.616 2.340 0.3 0.6 0.7 -0.23
F -0.589 1.062 0.086 -0.9 0.6 -0.6 -0.05
F 1.053 2.101 1.249 0.2 0.1 1.1 -0.21
F 1.604 0.453 -0.296 0.5 0.3 -0.2 -0.05
F 1.850 0.138 2.004 0.1 0.2 0.5 -0.25
F 0.200 -0.977 0.743 0.1 -0.1 0.5 -0.06
C -2.789 -2.194 0.573 0.3 -0.1 0.5 -0.99
Cl -2.941 -0.844 -0.525 -0.2 0.1 -0.5 0.60
Cl -3.328 -1.734 2.202 -0.1 0.0 0.1 0.53
H -3.377 -3.036 0.237 -0.1 0.0 -0.1 0.04
H -1.743 -2.451 0.660 0.0 -0.1 -0.1 -0.04
C 1.907 -3.773 0.386 0.1 0.2 0.2 -1.01
Cl 0.315 -4.443 0.735 -0.1 -0.1 0.0 0.55
Cl 2.890 -3.594 1.850 0.0 0.0 0.1 0.51
H 2.435 -4.429 -0.291 0.0 -0.1 -0.1 0.03
H 1.776 -2.782 -0.024 0.0 0.0 -0.2 -0.01
C 3.617 3.009 -1.231 -0.2 0.2 0.0 -1.00
Cl 4.316 2.127 0.144 0.0 0.0 0.0 0.51
Cl 3.085 4.638 -0.786 0.0 -0.2 0.0 0.52
H 4.363 3.091 -2.010 0.1 0.0 0.1 0.03
H 2.754 2.460 -1.586 0.0 -0.1 0.0 0.01
C -3.457 2.074 1.068 0.2 -0.2 -0.1 -1.10
Cl -4.101 3.178 2.278 -0.1 0.1 0.2 0.53
Cl -4.075 2.369 -0.551 -0.1 0.2 -0.1 0.53
H -2.383 2.206 1.024 -0.1 0.0 0.1 -0.02
H -3.709 1.056 1.341 0.0 0.0 0.1 -0.04
C -0.208 -0.405 -3.055 0.3 0.0 0.2 -1.08
Cl -1.328 0.252 -4.225 -0.2 0.2 -0.1 0.55
Cl 0.376 -2.005 -3.523 0.1 -0.1 0.1 0.52
H 0.646 0.256 -2.977 0.0 0.0 -0.1 0.01
H -0.692 -0.499 -2.091 -0.2 0.0 -0.1 -0.05

(2)
23
Properties=species:S:1:pos:R:3:forces:R:3:lowdin_charge:R:1 method="wB97M-V/def2-TZVPD" spin_multiplicity=6 charge=+2 lumo_ev="-13.267 / -13.183" homo_energy_ev="-16.395 / -16.266"
C -1.932 -0.029 2.183 0.1 0.2 0.4 -0.13
C -0.343 -0.487 2.377 -0.3 0.6 0.3 -0.22
C 0.183 -1.381 1.065 -0.4 0.0 2.4 -0.20
N -0.515 -0.777 -0.150 3.1 -2.1 -1.2 0.01
C 0.434 -0.576 -1.313 -2.5 -0.3 -0.8 -0.30
O -0.502 -0.028 -2.351 2.1 2.7 0.8 -0.19
S -0.378 1.700 -2.221 -8.7 5.3 -0.4 0.93
O -1.053 2.456 -3.408 4.3 -4.2 3.8 -0.22
O -1.018 2.330 -0.934 4.1 -3.7 -4.3 -0.24
O 1.358 1.687 -2.217 -0.1 -3.1 0.8 -0.32
C 1.590 0.584 -1.248 -0.4 2.3 2.1 -0.64
Cl 1.900 1.518 0.323 -0.1 -1.8 -1.7 0.78
H -1.936 1.043 1.658 -0.2 -2.6 1.1 0.09
H -2.563 -0.807 1.563 1.3 1.6 1.2 0.08
H -2.467 0.053 3.247 1.4 -0.1 -2.4 0.10
H 0.262 0.538 2.465 -1.1 -2.5 -0.1 0.08
H -0.216 -1.093 3.391 -0.1 1.2 -2.4 0.13
H 1.361 -1.395 0.975 -2.4 0.1 0.1 0.12
H -0.195 -2.486 1.291 0.9 2.3 -0.8 0.15
H -1.162 -1.557 -0.477 0.7 1.7 0.1 0.17
H 0.911 -1.507 -1.847 -0.7 1.4 1.1 0.18
H 2.576 -0.047 -1.472 -0.4 0.4 0.3 0.03
Mn 3.705 0.260 -2.898 -0.5 0.7 -0.2 1.64

(3)
17
Properties=species:S:1:pos:R:3:forces:R:3:lowdin_charge:R:1 method="wB97M-V/def2-TZVPD" spin_multiplicity=1 lumo_ev=0.796 e_above_lowest_kj_mol=302.7 homo_energy_ev=-9.084
C 1.048 0.234 3.213 -0.5 0.2 -2.3 0.00
C 0.801 0.224 1.897 -1.2 -2.3 2.2 -0.20
C 0.358 -1.087 1.286 0.5 2.3 -0.6 -0.10
C -0.214 0.002 -3.056 3.1 1.3 1.4 -0.09
C -1.823 0.077 -1.342 -0.1 -0.2 0.2 -0.59
N -0.890 0.694 -1.978 0.9 2.2 -1.2 -0.23
Cl -2.568 1.208 -0.299 -0.7 0.6 0.9 0.56
H 1.330 1.124 3.644 0.7 1.8 1.2 0.02
H 0.898 -0.610 3.832 0.0 -0.8 0.4 0.05
H -0.506 -1.004 0.651 -0.4 0.0 -0.2 0.03
H 1.203 -1.278 0.685 0.8 -1.1 -1.2 0.06
H 0.249 -1.832 2.011 -0.2 -1.2 1.1 0.05
H -0.829 -0.724 -3.390 -2.2 -1.9 -1.8 0.03
H 0.175 0.732 -3.774 -0.4 -0.4 -0.1 0.09
H 0.640 -0.588 -2.678 0.0 0.6 0.1 0.09
H 0.839 1.066 1.270 0.3 1.1 -0.6 0.07
H -0.711 1.761 -1.971 -0.5 -2.1 0.5 0.15

(4)
20
Properties=species:S:1:pos:R:3:forces:R:3:lowdin_charge:R:1 method="wB97M-V/def2-TZVPD" spin_multiplicity=1 charge=+1 lumo_ev=-3.637 e_above_lowest_kj_mol=418.0 homo_energy_ev=-12.716 smiles="N[C@@]1(N[NH3+])C=C[C@H](Cl)C=N1"
N 2.200 -0.506 0.006 0.8 -3.0 -1.5 0.12
C 0.895 -0.136 -0.016 -3.3 -3.7 0.7 -0.53
N 0.924 1.245 -0.109 -0.7 1.9 -0.4 0.01
N -0.234 1.923 -0.656 0.5 -0.5 4.3 0.21
C 0.109 -0.970 -1.140 0.1 0.9 1.2 0.03
C -1.143 -1.437 -0.982 2.8 1.9 1.3 -0.09
C -1.867 -1.063 0.257 -1.2 0.0 -1.5 -0.55
Cl -2.887 0.436 -0.154 0.0 0.0 0.2 0.68
C -1.093 -0.762 1.467 1.6 0.4 -1.6 -0.22
N 0.125 -0.457 1.439 1.8 1.2 -1.4 0.16
H 2.798 0.067 0.475 2.0 1.5 1.6 0.06
H 2.600 -1.432 -0.198 -1.0 0.8 0.3 0.14
H 1.734 1.728 0.267 -0.8 0.5 -0.3 0.17
H 0.000 2.019 -1.588 -0.4 0.0 -3.0 0.13
H -0.350 2.904 -0.279 0.0 -1.4 0.0 0.21
H -1.087 1.261 -0.366 0.7 1.7 -1.1 0.06
H 0.726 -1.175 -1.994 0.1 -0.2 -0.4 0.11
H -1.610 -2.060 -1.678 -0.7 -0.8 -1.0 0.11
H -2.636 -1.776 0.363 -0.9 -0.8 0.8 0.09
H -1.572 -0.665 2.380 -1.2 -0.4 1.8 0.10

no.,DFT total energy (eV)
1,-181849.5120
2,-69675.5703
3,-19356.5520
4,-23819.8311